[1]
{
  "formula": "CH3N2OP",
  "method": "ωB97M-V/def2-TZVPD",
  "orbital_gap_ev": 10.0,
  "spin_multiplicity": 1,
  "smiles": "O=PN1CN1",
  "relative_energy_kcal_mol": 58.6,
  "total_charge": 0,
  "elements": ["O", "P", "N", "C", "N", "H", "H", "H"],
  "positions_angstrom": [[-0.806, 0.317, -2.790], [0.423, 0.361, -2.000], [0.223, -0.110, -0.464], [-0.418, -0.260, 0.958], [0.963, -0.232, 0.763], [-0.921, -1.211, 1.071], [-0.989, 0.599, 1.308], [1.524, 0.536, 1.154]]
}


[2]
{
  "formula": "CHBeLiO3",
  "method": "ωB97M-V/def2-TZVPD",
  "orbital_gap_ev": [7.9, 8.3],
  "spin_multiplicity": 2,
  "relative_energy_kcal_mol": 52.9,
  "total_charge": 1,
  "elements": ["O", "C", "H", "O", "O", "Be", "Li"],
  "positions_angstrom": [[-1.215, 0.372, 1.078], [-0.096, 0.216, 1.444], [0.492, -0.942, 1.101], [0.591, -0.504, -0.835], [1.060, -0.200, 0.230], [-1.087, 0.298, -0.810], [0.256, 0.760, -2.208]]
}


[3]
{
  "formula": "C42H81Cl52N2O",
  "method": "ωB97M-V/def2-TZVPD",
  "orbital_gap_ev": 9.3,
  "spin_multiplicity": 1,
  "total_charge": 1,
  "elements": ["C", "C", "C", "C", "C", "C", "C", "C", "C", "C", "C", "C", "N", "C", "C", "C", "C", "O", "N", "H", "H", "H", "H", "H", "H", "H", "H", "H", "H", "H", "H", "H", "H", "H", "H", "H", "H", "H", "H", "H", "H", "H", "H", "H", "H", "H", "H", "H", "C", "Cl", "Cl", "H", "H", "C", "Cl", "Cl", "H", "H", "C", "Cl", "Cl", "H", "H", "C", "Cl", "Cl", "H", "H", "C", "Cl", "Cl", "H", "H", "C", "Cl", "Cl", "H", "H", "C", "Cl", "Cl", "H", "H", "C", "Cl", "Cl", "H", "H", "C", "Cl", "Cl", "H", "H", "C", "Cl", "Cl", "H", "H", "C", "Cl", "Cl", "H", "H", "C", "Cl", "Cl", "H", "H", "C", "Cl", "Cl", "H", "H", "C", "Cl", "Cl", "H", "H", "C", "Cl", "Cl", "H", "H", "C", "Cl", "Cl", "H", "H", "C", "Cl", "Cl", "H", "H", "C", "Cl", "Cl", "H", "H", "C", "Cl", "Cl", "H", "H", "C", "Cl", "Cl", "H", "H", "C", "Cl", "Cl", "H", "H", "C", "Cl", "Cl", "H", "H", "C", "Cl", "Cl", "H", "H", "C", "Cl", "Cl", "H", "H", "C", "Cl", "Cl", "H", "H", "C", "Cl", "Cl", "H", "H"],
  "positions_angstrom": [[-5.233, -2.003, 0.858], [-5.001, -3.493, 0.488], [-3.519, -3.960, 0.671], [-2.531, -3.038, -0.123], [-1.546, -2.376, 0.881], [-0.418, -3.394, 1.238], [0.876, -2.681, 1.751], [0.887, -2.450, 3.296], [0.948, -0.936, 3.661], [2.335, -0.334, 3.398], [2.241, 1.194, 3.663], [1.575, 1.936, 2.516], [1.038, 3.144, 2.428], [0.581, 3.352, 1.142], [0.829, 2.226, 0.404], [0.537, 1.944, -1.071], [0.726, 0.330, -1.333], [1.704, -0.174, -1.740], [1.439, 1.395, 1.327], [-6.183, -1.668, 0.406], [-5.302, -1.893, 1.955], [-4.449, -1.320, 0.492], [-5.608, -4.106, 1.182], [-5.380, -3.733, -0.524], [-3.288, -3.844, 1.744], [-3.462, -5.023, 0.392], [-3.059, -2.280, -0.729], [-1.989, -3.676, -0.847], [-2.068, -2.123, 1.822], [-1.146, -1.455, 0.410], [-0.743, -4.191, 1.925], [-0.134, -3.889, 0.289], [0.980, -1.747, 1.161], [1.702, -3.399, 1.526], [0.037, -2.941, 3.790], [1.819, -2.912, 3.671], [0.726, -0.892, 4.744], [0.153, -0.382, 3.131], [3.078, -0.737, 4.108], [2.706, -0.611, 2.395], [1.702, 1.366, 4.609], [3.279, 1.574, 3.742], [1.034, 3.759, 3.229], [0.114, 4.273, 0.798], [1.188, 2.558, -1.676], [-0.537, 2.118, -1.269], [-0.146, -0.333, -1.075], [1.751, 0.459, 1.092], [4.689, 2.290, -0.928], [4.795, 3.741, 0.077], [3.006, 1.801, -1.147], [5.132, 2.497, -1.896], [5.225, 1.483, -0.441], [-5.154, -3.142, 5.715], [-3.419, -2.901, 5.436], [-5.859, -4.214, 4.499], [-5.294, -3.583, 6.696], [-5.658, -2.178, 5.665], [4.400, 7.740, 0.167], [5.428, 6.983, 1.394], [4.227, 9.475, 0.454], [4.862, 7.586, -0.807], [3.418, 7.280, 0.191], [3.348, 6.999, -3.570], [4.814, 6.418, -2.770], [2.219, 7.730, -2.418], [3.628, 7.741, -4.310], [2.860, 6.166, -4.051], [-2.166, 1.654, 2.232], [-2.343, 1.206, 3.932], [-3.151, 0.632, 1.182], [-2.476, 2.688, 2.108], [-1.128, 1.542, 1.949], [-6.072, 2.374, 2.302], [-6.340, 3.864, 3.217], [-6.096, 0.966, 3.370], [-6.860, 2.266, 1.564], [-5.109, 2.432, 1.807], [-2.137, -5.183, -3.772], [-0.855, -4.596, -2.703], [-3.533, -5.754, -2.849], [-2.453, -4.371, -4.420], [-1.750, -6.003, -4.367], [-0.119, -6.793, -7.443], [1.155, -6.197, -6.373], [-1.515, -7.369, -6.524], [-0.437, -5.986, -8.094], [0.272, -7.613, -8.035], [2.815, -6.446, 1.200], [3.255, -5.067, 2.218], [1.078, -6.485, 0.877], [3.345, -6.368, 0.257], [3.097, -7.358, 1.708], [0.698, 3.867, -4.494], [0.732, 5.301, -3.460], [-0.960, 3.387, -4.880], [1.223, 4.098, -5.421], [1.192, 3.047, -3.982], [5.493, -6.812, 4.694], [4.840, -7.855, 3.421], [4.224, -5.767, 5.356], [5.882, -7.435, 5.493], [6.320, -6.230, 4.283], [6.357, 9.716, -4.665], [6.043, 9.250, -2.988], [5.603, 8.585, -5.805], [5.949, 10.706, -4.836], [7.428, 9.723, -4.832], [9.266, 0.631, 1.093], [9.477, -0.189, -0.465], [9.133, -0.542, 2.403], [10.124, 1.270, 1.273], [8.364, 1.227, 1.061], [8.822, 4.963, -2.267], [10.285, 4.378, -1.470], [7.710, 5.703, -1.107], [9.098, 5.703, -3.010], [8.324, 4.125, -2.744], [8.752, -4.666, 2.737], [8.197, -4.987, 4.386], [7.728, -5.475, 1.546], [8.721, -3.596, 2.560], [9.769, -5.030, 2.634], [6.926, -1.383, -2.923], [7.118, -2.210, -4.471], [6.807, -2.528, -1.584], [7.788, -0.743, -2.759], [6.020, -0.786, -2.954], [-2.354, 0.259, -3.699], [-2.542, -0.176, -1.993], [-3.337, -0.745, -4.757], [-2.653, 1.292, -3.829], [-1.311, 0.137, -3.974], [3.067, 5.154, -8.352], [4.088, 6.054, -7.220], [1.782, 4.264, -7.514], [2.610, 5.853, -9.045], [3.684, 4.446, -8.893], [-3.577, -9.426, -9.376], [-1.820, -9.568, -9.527], [-4.410, -10.387, -10.600], [-3.873, -9.776, -8.393], [-3.856, -8.385, -9.498], [-1.835, 5.291, -8.439], [-0.932, 5.383, -9.957], [-3.574, 5.164, -8.721], [-1.506, 4.415, -7.889], [-1.639, 6.187, -7.860], [9.354, -1.816, 6.131], [7.627, -1.573, 5.837], [10.199, -2.306, 4.657], [9.784, -0.886, 6.487], [9.478, -2.592, 6.879], [-5.212, 1.207, -7.953], [-3.986, 1.902, -6.885], [-6.528, 0.471, -7.033], [-5.618, 1.995, -8.579], [-4.747, 0.446, -8.570], [-7.844, 0.016, 6.909], [-6.478, 0.223, 8.016], [-7.771, -1.546, 6.081], [-8.767, 0.071, 7.476], [-7.818, 0.803, 6.167], [-9.067, 3.810, 5.998], [-7.580, 3.282, 6.796], [-10.441, 2.803, 6.468], [-9.273, 4.838, 6.279], [-8.931, 3.741, 4.923], [-11.278, 2.351, 10.307], [-10.099, 1.251, 9.582], [-12.558, 2.771, 9.164], [-11.723, 1.868, 11.170], [-10.768, 3.258, 10.612], [-11.252, -2.642, 4.240], [-11.010, -1.270, 5.327], [-12.963, -3.049, 4.080], [-10.859, -2.386, 3.262], [-10.723, -3.501, 4.638]]
}


no.,E_tot (Ha)
1,-565.92887
2,-286.17197
3,-25763.27648